No. 1
{"formula": "C26H80N16O12", "method": "ωB97M-V with the def2-TZVPD basis set", "elements": ["C", "H", "C", "H", "O", "H", "H", "H", "H", "H", "H", "H", "N", "C", "H", "H", "H", "H", "H", "H", "H", "H", "H", "H", "H", "O", "C", "O", "H", "H", "C", "C", "H", "N", "H", "H", "C", "H", "N", "N", "C", "H", "H", "H", "C", "C", "H", "H", "N", "H", "H", "H", "O", "C", "C", "H", "H", "C", "H", "O", "H", "H", "C", "H", "N", "H", "H", "H", "H", "H", "H", "H", "H", "C", "C", "H", "N", "C", "H", "H", "H", "N", "H", "H", "H", "H", "H", "H", "H", "C", "O", "N", "H", "C", "N", "N", "H", "H", "O", "N", "O", "H", "H", "C", "H", "O", "H", "H", "C", "H", "H", "N", "C", "H", "N", "O", "H", "N", "H", "H", "C", "C", "H", "N", "O", "H", "H", "O", "H", "C", "C", "H", "H", "H"], "positions_angstrom": [[3.935777, 2.352341, 1.991453], [2.542628, -0.018867, -7.520093], [2.901286, -3.974108, 0.309048], [0.385700, -1.031119, -7.639494], [0.856277, -1.515497, -3.647142], [-0.993395, 3.388451, 4.713809], [2.374132, -1.611351, 1.013338], [6.065038, -0.265940, -1.556862], [-1.414724, -3.630914, 1.471290], [-3.843716, -2.368743, 0.660965], [1.426382, -3.218086, -2.639795], [3.628744, -1.334577, 1.956110], [-4.645907, -1.919126, -1.899048], [5.015720, -0.075547, 4.542794], [5.450967, 1.868410, 2.953496], [0.221741, -4.065806, 2.066876], [-2.726076, -2.183117, -1.157409], [0.910772, 4.651878, 4.468278], [5.237452, -2.003718, 4.771821], [-4.259542, 2.353204, -2.946195], [2.123235, -3.739503, -0.417393], [0.409373, 3.502118, 0.286074], [-2.140295, -1.810843, -3.405522], [1.502541, 3.832075, 2.959297], [2.504718, -4.467144, 1.196593], [-1.314998, -4.387929, 3.359711], [-0.740711, -3.625756, 2.327907], [-3.291910, -3.553322, -3.735343], [2.741635, -0.773256, -3.971288], [-4.795225, 1.451128, 3.632657], [-2.173233, -2.663305, -4.083989], [1.672195, -0.785817, -5.780849], [-0.853531, 0.904701, -4.968563], [5.202916, 2.231627, 2.044294], [-5.037485, -3.496378, 0.223798], [-0.137697, 1.866699, 4.016104], [-5.599212, 0.989505, 1.026429], [1.019719, -2.443725, -6.949853], [3.523747, 3.137268, 1.105038], [0.825528, 1.365646, 1.559064], [0.653877, -1.455285, -6.671892], [3.401491, -1.194268, 4.318429], [3.381029, -4.733603, -0.308286], [0.070182, 1.815140, 2.056575], [-0.400236, 2.920923, 3.927882], [-3.015225, 3.078660, -1.530997], [-4.653981, 1.031451, 5.363498], [-7.047328, 1.294494, -0.211707], [-4.334684, 0.993055, 4.406073], [6.603082, -0.904698, 5.296238], [-2.413224, 0.917406, -1.836612], [-4.448172, -0.360818, 0.110499], [5.402762, 1.050970, 4.667778], [4.337921, -1.955292, -0.365890], [-3.246054, -3.924777, -2.348834], [2.359245, 4.970435, -1.661233], [-0.367663, -1.497536, -6.294037], [-3.012042, 3.096970, -0.072418], [-3.030161, 2.177647, 0.512922], [-1.649404, 2.067329, -3.380199], [1.781531, 1.679157, 1.647791], [-1.908554, -0.239543, 5.575264], [-3.132083, 0.579131, 4.232499], [-2.278755, -2.278331, -5.098263], [-4.348148, 2.767196, -2.029207], [-3.350622, -4.072725, 0.500217], [-5.409569, -2.576876, -1.964607], [1.687639, 3.094492, 4.473484], [4.814885, -2.556135, -1.140226], [-0.770624, -0.295709, -0.446663], [-2.418106, 0.431243, -4.188701], [4.226297, 3.506125, 0.480161], [-2.310112, -4.458313, -2.183149], [1.018346, 5.343563, -0.306842], [-2.021852, 1.913203, -2.044726], [4.610750, -3.218863, 1.363987], [3.934155, -0.457746, 3.878079], [-3.609778, -2.794979, -1.338527], [-4.088731, -0.038145, 1.813562], [-1.899588, 2.956719, 2.840818], [-0.689147, 0.180611, -3.604490], [1.074698, 4.003440, -0.284995], [-5.935221, 0.118671, -0.820113], [-3.820058, 3.714617, 0.319673], [-4.385904, -1.686313, -2.846835], [-0.170649, -2.551163, -2.251283], [2.585059, 3.506573, 1.054322], [1.577492, 3.518175, -1.014241], [2.364285, -2.450917, -4.494206], [-3.977515, -3.283978, 0.084301], [1.628246, 0.136843, -0.064459], [-4.687197, 0.044531, 1.004177], [-1.297657, 0.595592, 0.973478], [-1.424935, 0.855603, -4.041636], [5.662621, -1.114871, 4.993804], [-2.869294, 0.011203, 5.390308], [-1.104892, 1.968203, -1.457982], [-2.057677, 3.457822, 0.311089], [5.304464, -1.085234, 0.201336], [2.736716, -0.639964, -6.747650], [3.172688, 1.736869, 2.720015], [-4.906857, 2.168924, -1.437591], [-1.695338, -1.963878, 3.096836], [0.682128, 0.595112, 0.558359], [-2.701749, 4.068257, -1.863468], [0.206859, 6.011679, 0.342287], [-1.105473, -5.323646, 3.313518], [1.394688, 0.236357, -5.523451], [5.629725, 0.054307, -0.610261], [-3.954174, -4.751015, -2.285392], [0.035085, -2.140718, 3.665327], [-0.572328, 0.325599, 0.324537], [2.019687, -1.417020, -4.473750], [3.531265, -0.219868, -6.286875], [3.017526, -2.073765, 1.639691], [-6.007312, 1.687410, 1.967370], [3.485014, -1.507103, -0.875563], [-6.128441, 0.876402, -0.180893], [1.343803, -1.683185, -1.763422], [-1.256693, -3.235629, -4.227243], [3.775464, -2.892110, 0.744614], [0.854988, -2.297683, -2.519428], [6.343907, 0.639812, -0.031276], [1.820554, 5.720906, -1.252934], [-1.012361, 3.287842, 2.683365], [3.414082, 0.255587, 3.387378], [5.816665, 2.948954, 1.685338], [-2.384920, 0.710021, 3.288613], [-0.280306, -1.515885, 2.111751], [0.989180, 3.716682, 3.913891], [-0.669942, -2.228508, 2.838690], [4.680844, 0.589750, -0.642339], [-3.685413, 0.010763, 5.985322], [2.004663, 6.706110, -1.377754]], "forces_ev_per_angstrom": [[-1.269, -1.935, 2.471], [-0.609, -0.081, 0.094], [-0.289, -2.280, -1.372], [1.013, 0.882, -0.082], [-1.420, 1.507, -2.459], [-0.022, -0.778, 0.345], [-0.636, 0.467, 0.243], [-0.216, 0.228, -0.245], [0.120, -0.174, -0.438], [0.161, -0.318, 0.578], [0.038, -0.279, -0.125], [0.055, 0.143, 0.247], [-0.016, -0.192, 1.047], [-0.738, -0.127, -0.505], [0.749, -0.474, 0.428], [0.148, 0.316, -0.276], [0.315, 0.121, -0.307], [-0.076, 0.142, -0.452], [1.123, -0.114, 0.227], [-0.638, 0.496, -0.800], [-0.541, 0.860, 0.537], [0.149, -0.067, -0.039], [0.484, -0.200, 0.148], [-0.696, 0.146, -0.175], [-0.271, 0.008, -0.209], [-0.661, -0.404, 0.923], [0.257, -0.527, -0.206], [1.045, 1.434, 0.147], [0.411, -0.086, 0.092], [-0.725, 0.224, 0.256], [-1.009, -1.074, -0.575], [-1.205, 1.464, -2.342], [-0.750, 1.223, -0.528], [5.254, -0.896, 1.163], [-0.024, -0.476, -0.338], [-0.731, -0.074, 0.126], [-0.831, -0.523, 1.889], [-0.152, -0.200, 0.349], [-2.142, 4.589, -5.205], [1.249, 2.888, 2.741], [-1.980, -0.970, 0.212], [-0.008, -0.081, -0.496], [0.710, -0.282, 0.329], [0.083, 0.043, -0.247], [2.995, 2.832, -0.671], [-0.825, -0.696, -0.274], [-0.797, 0.651, -1.030], [-0.125, -0.081, -0.575], [-4.867, 2.772, -2.073], [-0.183, -0.855, 0.240], [-0.502, -0.105, -0.065], [0.283, -0.336, 0.493], [1.253, 2.893, -0.079], [0.533, -1.603, -0.090], [-0.384, -0.654, -0.579], [0.391, 1.166, -0.343], [0.028, -0.544, 0.806], [0.641, 0.334, 2.677], [-0.605, -0.708, -0.714], [0.073, 1.030, 0.784], [-0.020, -0.089, 1.221], [-0.464, -0.301, 0.687], [1.299, -0.463, 1.402], [-0.851, 0.068, 0.001], [2.745, -0.933, -0.532], [-0.060, 0.051, -0.269], [-0.795, 0.321, -0.399], [0.136, 0.068, 0.196], [0.354, -0.249, -0.260], [-0.123, -0.119, 0.401], [0.215, -0.676, -0.291], [-0.530, 0.311, -0.025], [0.491, 0.506, 0.525], [-3.597, 0.330, 1.483], [0.280, 0.416, -1.321], [0.309, -0.605, -0.414], [-2.537, -0.710, -0.620], [1.178, -0.713, -0.197], [0.439, -0.286, -0.225], [-0.573, -0.087, -0.629], [-0.452, -0.231, 1.316], [-0.803, -2.703, 1.224], [-0.202, -0.230, 0.357], [0.134, 0.197, 0.033], [-0.052, -0.147, -0.287], [0.019, 0.093, 0.053], [0.182, -0.197, -0.130], [-0.398, -0.341, 0.450], [0.695, 0.009, -0.675], [-0.262, 1.163, -0.463], [0.692, -0.490, -1.511], [3.426, -1.203, 2.508], [0.042, -0.275, 0.003], [0.218, -1.252, -0.759], [1.741, -1.822, 1.582], [2.941, -1.926, 1.736], [-0.040, 0.603, 0.740], [-0.018, 0.771, -0.193], [-0.218, -0.044, -0.075], [2.604, -0.261, 0.775], [-1.251, -0.260, 0.953], [-0.886, -0.048, 0.812], [0.182, 0.359, 0.348], [1.320, -1.166, -0.714], [0.317, -0.201, -0.743], [1.315, -0.449, -0.419], [0.131, 0.083, -0.279], [-0.848, 0.192, 0.360], [-0.673, -0.907, 1.318], [-0.524, 0.190, 0.131], [-0.351, -0.137, 0.336], [-4.036, -1.374, -2.235], [-0.147, -1.341, 1.386], [0.524, -0.019, -0.048], [-0.889, 0.629, 0.519], [0.975, -0.508, -1.374], [-0.095, 0.824, 0.256], [-3.624, 2.958, -3.360], [-0.155, -0.422, 0.795], [0.246, 0.030, 0.953], [1.604, 2.043, 0.048], [1.183, 0.128, 0.923], [0.033, -0.075, -0.150], [2.394, 2.433, -2.227], [-0.638, -0.843, 0.253], [-0.143, 0.294, 0.347], [-0.195, -0.142, 0.070], [0.755, 0.150, -2.088], [-0.212, -0.145, -0.280], [-0.525, -1.270, 1.376], [0.485, 0.600, -0.094], [0.124, 0.532, -0.854], [1.608, -1.024, 0.851], [0.228, -0.332, -0.271]], "lumo_ev": [-2.331, -7.641], "spin_multiplicity": 2, "orbital_gap_ha": [0.29438, 0.09922], "total_charge": 1}

=====

No. 2
{"formula": "C5H22NO5S", "method": "ωB97M-V with the def2-TZVPD basis set", "elements": ["H", "O", "C", "H", "C", "H", "H", "N", "H", "H", "H", "S", "H", "H", "C", "H", "H", "C", "H", "O", "H", "H", "H", "O", "H", "O", "H", "H", "C", "O", "H", "H", "H", "H"], "positions_angstrom": [[-1.367410, 2.140024, 2.016253], [-0.582652, 1.797770, 1.575959], [-1.506537, -0.354428, -1.251491], [-1.233112, -2.112340, -0.011629], [0.380355, 2.087260, -1.907353], [1.758366, -1.963728, -1.378158], [-1.487914, -0.613758, -2.389625], [-0.140003, -0.156030, -0.885467], [-3.065414, -0.108515, 0.749712], [2.579920, 1.589434, 1.919175], [-0.123774, 0.186707, 0.115323], [0.653044, 3.291354, -0.517303], [-4.255766, -1.288722, 0.500970], [-0.265493, 2.477958, 0.900253], [-2.074353, -1.579742, -0.489694], [1.017924, 2.706144, -2.698336], [-2.382184, -2.296368, -1.349313], [-3.099740, -1.154944, 0.559051], [0.060584, 0.085982, 3.889922], [2.085853, 0.780074, 1.840285], [0.402143, -0.005553, -2.749031], [0.570155, -0.420291, 2.556585], [-2.247251, 0.475754, -1.023094], [1.889605, -2.919632, -1.471874], [1.126549, 1.057034, 1.611942], [3.630934, -0.792236, 0.421270], [3.315039, -0.256093, -0.346803], [2.932303, -0.454450, 0.980932], [0.728337, 0.616212, -1.791987], [0.352579, -0.691578, 3.402522], [1.633794, 0.388140, -1.507594], [2.338774, -3.140248, -0.684060], [-2.880682, -1.425252, 1.599306], [-0.743982, 2.054066, -2.186635]], "forces_ev_per_angstrom": [[0.121, -0.043, -0.066], [-0.433, -0.765, 0.958], [-0.719, -0.607, -1.401], [-0.339, 0.345, -0.134], [-0.375, 1.991, -1.703], [-0.263, -0.248, -0.023], [-0.283, 0.775, 1.761], [0.541, 0.735, 2.372], [0.310, 1.343, -0.563], [0.083, 0.585, -0.210], [0.096, -0.220, -1.637], [0.197, -0.418, -0.219], [1.970, -0.424, -0.673], [0.095, 0.265, -0.492], [-0.119, -1.098, -1.482], [-1.568, -2.008, 0.899], [-0.262, 0.884, 1.844], [-2.232, -0.331, 1.375], [0.147, -0.006, -0.416], [-2.310, -0.055, -0.345], [1.407, 1.718, 0.995], [0.703, 0.958, -2.275], [1.009, -0.342, -0.710], [-0.739, 0.616, -1.364], [2.006, 0.188, 0.503], [-0.291, 0.381, -1.917], [1.021, -0.728, 0.272], [-0.335, 0.126, 1.415], [-6.410, -0.651, -2.247], [-1.107, -1.377, 3.097], [5.180, -0.781, 1.125], [0.885, -0.382, 1.411], [0.253, -0.967, -0.292], [1.761, 0.538, 0.140]], "de_lowest_ev": 2.2301, "lumo_ev": 3.119, "spin_multiplicity": 1, "orbital_gap_ha": 0.25656, "total_charge": -1}

=====

Number 1: DFT total energy -76661.3846 eV, F_max 7.3 eV/Å. Number 2: DFT total energy -28104.5035 eV, F_max 6.8 eV/Å.